(1)
This record from the OMol25 dataset describes a cluster of 3 separate species, C29H56BN6O8 in total. The level of theory is the ωB97M-V functional and the def2-TZVPD basis.

Element x y z (Å)
1 C 5.499 -2.090 1.179
2 C 4.941 -3.068 0.210
3 O 5.395 -4.138 0.031
4 O 3.811 -2.662 -0.530
5 C 4.218 -2.047 -1.699
6 O 4.329 -0.867 -1.756
7 C 4.486 -2.971 -2.841
8 C 3.239 -3.231 -3.750
9 B 2.917 -4.801 -3.674
10 O 2.607 -5.261 -2.411
11 N 2.949 -5.643 -4.863
12 C 3.636 -6.911 -4.466
13 C 1.551 -5.943 -5.287
14 C 1.948 -2.520 -3.337
15 C 1.868 -1.055 -3.721
16 C 0.430 -0.473 -3.774
17 C -0.637 -1.336 -3.160
18 C -1.614 -1.896 -3.986
19 C -2.597 -2.733 -3.455
20 C -2.608 -3.024 -2.098
21 C -1.643 -2.449 -1.274
22 C -0.660 -1.619 -1.793
23 N 2.552 -0.800 -5.047
24 C 3.616 -1.534 -5.347
25 N 4.753 -0.924 -5.804
26 N 3.540 -2.873 -5.193
27 H 6.560 -2.296 1.260
28 H 5.373 -1.056 0.878
29 H 5.078 -2.238 2.168
30 H 5.316 -2.554 -3.405
31 H 4.843 -3.911 -2.429
32 H 1.706 -5.602 -2.380
33 H 3.018 -7.540 -3.829
34 H 4.516 -6.660 -3.878
35 H 3.955 -7.435 -5.358
36 H 1.415 -5.701 -6.337
37 H 1.324 -6.997 -5.166
38 H 0.806 -5.356 -4.744
39 H 1.120 -3.071 -3.782
40 H 1.780 -2.592 -2.268
41 H 2.432 -0.461 -3.010
42 H 0.438 0.514 -3.314
43 H 0.193 -0.295 -4.819
44 H -1.612 -1.691 -5.047
45 H -3.329 -3.166 -4.119
46 H -3.356 -3.685 -1.694
47 H -1.646 -2.680 -0.219
48 H 0.099 -1.188 -1.153
49 H 2.817 0.178 -5.114
50 H 5.159 -1.184 -6.685
51 H 5.173 -0.214 -5.229
52 H 4.449 -3.258 -5.425
53 C -3.851 3.589 2.250
54 O -4.753 3.661 1.158
55 C -4.294 4.443 0.065
56 C -3.999 3.571 -1.136
57 N -2.819 2.743 -0.911
58 C -2.609 1.709 -1.918
59 C -3.659 0.611 -2.063
60 O -3.741 -0.264 -0.953
61 C -4.573 0.181 0.108
62 H -4.369 3.106 3.075
63 H -2.962 2.998 2.008
64 H -3.543 4.586 2.572
65 H -3.421 5.041 0.343
66 H -5.102 5.132 -0.199
67 H -3.824 4.208 -2.008
68 H -4.896 2.969 -1.330
69 H -2.900 2.299 -0.006
70 H -1.659 1.220 -1.679
71 H -2.479 2.197 -2.891
72 H -3.356 -0.013 -2.906
73 H -4.649 1.008 -2.314
74 H -5.414 0.777 -0.254
75 H -4.010 0.756 0.847
76 H -4.965 -0.704 0.610
77 C -1.143 6.489 8.601
78 O -0.047 5.783 8.050
79 C 0.313 4.608 8.766
80 C 0.004 3.365 7.960
81 N -1.433 3.151 7.845
82 C -1.818 2.111 6.897
83 C -1.478 2.316 5.424
84 O -2.188 3.371 4.801
85 C -1.617 4.659 4.958
86 H -1.220 7.436 8.071
87 H -2.085 5.943 8.478
88 H -0.987 6.695 9.663
89 H -0.175 4.574 9.744
90 H 1.394 4.652 8.932
91 H 0.453 2.498 8.454
92 H 0.486 3.483 6.979
93 H -1.871 4.019 7.567
94 H -2.903 1.999 6.970
95 H -1.380 1.163 7.226
96 H -1.780 1.406 4.896
97 H -0.400 2.427 5.253
98 H -0.527 4.617 5.021
99 H -2.015 5.170 5.838
100 H -1.891 5.251 4.084

Values from the calculation:
- 2S+1: 1
- Energy: -56970.687 eV
- Energy above the lowest of the compared OMol25 structures with the same formula, charge and spin: 13.2 kcal/mol
- Charge: +1
- M: 627.6 Da

=====

(2)
This record from the OMol25 dataset describes the molecule C4H7NO2. The level of theory is the ωB97M-V functional and the def2-TZVPD basis.

Element x y z (Å)
1 O 0.136 -2.025 0.163
2 C 0.083 -0.716 -0.314
3 C -1.032 -0.255 -1.236
4 O -1.561 0.717 -0.346
5 C -0.608 0.535 0.677
6 N 0.354 1.597 0.795
7 C 1.542 1.164 0.773
8 H -0.470 -2.054 0.906
9 H 1.052 -0.616 -0.859
10 H -0.673 0.230 -2.151
11 H -1.743 -1.049 -1.471
12 H -1.221 0.537 1.622
13 H 2.362 1.840 0.574
14 H 1.777 0.095 0.867

Values from the calculation:
- 2S+1: 1
- Energy: -9843.192 eV
- Energy above the lowest of the compared OMol25 structures with the same formula, charge and spin: 94.3 kcal/mol
- M: 101.1 Da

=====

(3)
This record from the OMol25 dataset describes the molecule C2ClF3O. The level of theory is the ωB97M-V functional and the def2-TZVPD basis.

Element x y z (Å)
1 C -0.695 -0.356 0.044
2 C 0.542 0.431 -0.026
3 O -0.180 0.142 -1.108
4 F -1.834 0.186 0.565
5 F -0.750 -1.658 0.180
6 F 0.598 1.715 0.352
7 Cl 2.318 -0.460 -0.007

Values from the calculation:
- 2S+1: 1
- Energy: -24794.513 eV
- Energy above the lowest of the compared OMol25 structures with the same formula, charge and spin: 27.7 kcal/mol
- M: 132.5 Da

=====

(4)
This record from the OMol25 dataset describes a structure of composition C24H45F4NO19. The level of theory is the ωB97M-V functional and the def2-TZVPD basis.

Element x y z (Å)
1 N -2.454 -1.323 -0.499
2 H -2.072 -1.398 0.544
3 H -3.190 -1.942 -0.766
4 H -1.599 -1.598 -0.898
5 H -2.771 -0.438 -0.828
6 O 0.173 -0.719 0.555
7 H 0.585 -0.203 0.111
8 C 0.458 2.099 2.982
9 C 1.204 3.354 2.625
10 O 0.324 4.346 2.929
11 C -0.915 3.928 3.099
12 O -1.893 4.536 3.371
13 O -0.886 2.593 3.133
14 F 1.511 3.309 1.300
15 H 0.875 1.888 3.925
16 H 0.519 1.267 2.319
17 H 2.200 3.260 3.034
18 C 4.767 -0.176 1.476
19 C 3.278 0.027 1.675
20 O 3.365 1.341 1.987
21 C 4.676 1.854 2.102
22 O 4.867 2.970 2.434
23 O 5.430 1.007 2.004
24 F 2.931 -0.607 2.904
25 H 5.174 0.016 0.407
26 H 5.117 -1.100 2.079
27 H 2.538 -0.534 1.106
28 C -2.036 -0.428 3.419
29 C -0.684 -1.090 3.799
30 O -1.028 -2.424 4.229
31 C -2.409 -2.549 4.154
32 O -3.005 -3.491 4.777
33 O -2.944 -1.524 3.575
34 F -0.329 -0.380 4.870
35 H -1.967 -0.324 2.392
36 H -2.372 0.405 3.744
37 H -0.032 -1.088 2.944
38 C 1.108 -3.864 1.502
39 C 0.780 -4.078 0.094
40 O -0.039 -5.247 0.179
41 C -0.436 -5.597 1.352
42 O -1.080 -6.622 1.630
43 O 0.075 -4.650 2.165
44 F 1.862 -4.253 -0.767
45 H 0.778 -2.930 1.875
46 H 2.236 -4.134 1.642
47 H 0.219 -3.254 -0.090
48 C -5.471 -1.471 -2.465
49 O -5.200 -1.184 -1.167
50 C -6.276 -0.565 -0.458
51 C -5.875 -0.213 0.838
52 O -4.793 0.320 1.037
53 C -4.869 1.711 1.102
54 C -3.397 2.226 1.013
55 O -2.823 1.925 -0.213
56 C -1.440 2.340 -0.199
57 H -6.066 -2.374 -2.316
58 H -4.540 -1.716 -2.967
59 H -5.660 -0.370 -2.974
60 H -7.531 -1.115 -0.538
61 H -6.636 0.167 -1.058
62 H -5.861 -1.118 1.308
63 H -6.669 0.012 1.399
64 H -5.124 2.097 2.078
65 H -5.419 2.175 0.454
66 H -3.005 2.101 1.997
67 H -3.497 3.337 1.019
68 H -1.241 2.103 -1.133
69 H -0.794 1.754 0.510
70 H -1.362 3.429 0.023
71 C 4.045 2.382 -1.429
72 O 3.555 1.041 -1.459
73 C 2.253 0.967 -1.907
74 C 1.792 -0.362 -2.563
75 O 2.644 -0.745 -3.413
76 C 2.775 0.016 -4.670
77 C 4.078 -0.368 -5.439
78 O 4.329 0.615 -6.390
79 C 5.442 0.267 -7.175
80 H 3.408 3.152 -0.950
81 H 4.292 2.900 -2.410
82 H 5.003 2.455 -0.969
83 H 1.935 1.721 -2.696
84 H 1.552 1.078 -1.165
85 H 0.748 -0.294 -2.920
86 H 1.865 -1.194 -1.782
87 H 2.825 1.170 -4.273
88 H 1.900 0.070 -5.266
89 H 3.957 -1.371 -5.898
90 H 4.987 -0.187 -4.702
91 H 5.639 1.071 -7.991
92 H 5.351 -0.693 -7.746
93 H 6.267 0.502 -6.672

Values from the calculation:
- 2S+1: 1
- Energy: -76862.606 eV
- Energy above the lowest of the compared OMol25 structures with the same formula, charge and spin: 80.4 kcal/mol
- M: 727.6 Da

=====

(5)
This record from the OMol25 dataset describes a structure of composition C38H23BrCl7N4O4SZr. The level of theory is the ωB97M-V functional and the def2-TZVPD basis.

Element x y z (Å)
1 Zr -2.196 1.435 0.447
2 Br 1.295 -1.612 6.397
3 C 0.162 -0.728 5.174
4 C -1.222 -0.907 5.247
5 C -2.051 -0.275 4.345
6 C -1.528 0.526 3.325
7 O -2.341 1.071 2.430
8 C -0.128 0.715 3.266
9 C 0.484 1.605 2.306
10 N -0.063 1.988 1.202
11 C 0.523 3.055 0.468
12 C 1.854 3.231 0.217
13 C 2.291 4.369 -0.496
14 C 1.401 5.302 -0.944
15 C 0.014 5.129 -0.721
16 C -0.979 6.030 -1.170
17 C -2.298 5.763 -0.934
18 C -2.647 4.576 -0.271
19 N -1.749 3.721 0.179
20 C -0.422 3.992 -0.025
21 C 0.698 0.096 4.218
22 H -1.641 -1.538 6.019
23 H -3.125 -0.396 4.394
24 H 1.464 2.006 2.573
25 H 2.576 2.494 0.551
26 H 3.348 4.494 -0.686
27 H 1.744 6.174 -1.484
28 H -0.681 6.924 -1.704
29 H -3.076 6.433 -1.270
30 H -3.687 4.312 -0.118
31 H 1.767 0.256 4.171
32 Cl -7.142 2.408 -4.199
33 C -5.613 2.131 -3.467
34 C -4.467 2.015 -4.251
35 Cl -4.573 2.149 -5.960
36 C -3.223 1.788 -3.654
37 Cl -1.781 1.629 -4.583
38 C -3.134 1.686 -2.277
39 O -2.004 1.457 -1.588
40 C -4.293 1.809 -1.491
41 O -4.076 1.669 -0.161
42 C -5.526 2.024 -2.074
43 Cl -6.907 2.165 -1.061
44 Cl 4.811 -5.694 -3.268
45 C 3.775 -5.134 -2.006
46 C 2.427 -4.946 -2.252
47 C 1.618 -4.471 -1.231
48 C 2.119 -4.177 0.030
49 C 1.280 -3.600 1.147
50 C -0.250 -3.886 1.089
51 N -1.021 -2.822 0.457
52 C -1.501 -2.751 -0.836
53 C -1.950 -1.484 -1.008
54 N -1.772 -0.781 0.170
55 C -1.222 -1.634 1.025
56 O 1.513 -2.210 1.357
57 C 1.664 -1.385 0.197
58 C 3.079 -1.237 -0.282
59 C 4.105 -0.740 0.463
60 Cl 4.015 -0.159 2.074
61 S 5.589 -0.691 -0.394
62 C 4.845 -1.351 -1.788
63 C 3.520 -1.576 -1.596
64 C 3.483 -4.401 0.247
65 Cl 4.196 -4.070 1.789
66 C 4.310 -4.873 -0.755
67 H 2.018 -5.164 -3.229
68 H 0.569 -4.320 -1.443
69 H 1.616 -4.071 2.071
70 H -0.608 -3.968 2.113
71 H -0.460 -4.827 0.586
72 H -1.506 -3.595 -1.501
73 H -2.377 -1.024 -1.882
74 H -0.920 -1.420 2.035
75 H 1.275 -0.411 0.499
76 H 1.052 -1.742 -0.635
77 H 5.432 -1.537 -2.672
78 H 2.864 -1.993 -2.348
79 H 5.362 -5.030 -0.564

Values from the calculation:
- 2S+1: 1
- Energy: -223745.903 eV
- Energy above the lowest of the compared OMol25 structures with the same formula, charge and spin: 6.5 kcal/mol
- Charge: +1
- M: 1051.0 Da

=====

(6)
This record from the OMol25 dataset describes a structure of composition C31H32BrF9NO33S2. The level of theory is the ωB97M-V functional and the def2-TZVPD basis.

Element x y z (Å)
1 O 0.812 -4.934 3.338
2 C 0.783 -4.684 2.099
3 C -0.496 -5.121 1.238
4 S -0.234 -6.607 0.171
5 O 0.317 -7.787 0.964
6 O -1.621 -7.052 -0.279
7 N 0.645 -6.298 -1.258
8 S 2.045 -5.385 -0.948
9 O 1.627 -3.936 -0.807
10 O 2.900 -5.892 0.191
11 C 3.177 -5.403 -2.452
12 C 3.639 -3.892 -2.773
13 O 4.489 -3.386 -2.021
14 Br 2.855 -2.844 -4.284
15 H 1.718 -4.191 1.664
16 H -1.293 -5.406 2.004
17 H -0.896 -4.205 0.700
18 H 4.151 -5.973 -2.237
19 H 2.691 -5.924 -3.338
20 C 4.901 -0.045 -0.954
21 C 5.643 0.613 -2.072
22 O 5.744 1.959 -1.645
23 C 5.757 1.908 -0.284
24 O 6.097 2.814 0.421
25 O 5.341 0.698 0.180
26 F 4.924 0.574 -3.215
27 H 3.816 0.051 -1.053
28 H 5.150 -1.102 -0.853
29 H 6.643 0.207 -2.248
30 C -5.347 -3.550 3.557
31 C -4.113 -3.471 4.399
32 O -3.201 -4.301 3.711
33 C -3.565 -4.234 2.399
34 O -2.871 -4.585 1.491
35 O -4.814 -3.710 2.250
36 F -4.329 -3.993 5.631
37 H -5.971 -4.414 3.803
38 H -5.954 -2.648 3.625
39 H -3.696 -2.464 4.492
40 C 4.631 5.245 1.984
41 C 3.735 5.917 0.995
42 O 3.113 6.931 1.759
43 C 4.014 7.258 2.730
44 O 3.954 8.251 3.393
45 O 4.993 6.320 2.845
46 F 2.776 5.065 0.547
47 H 4.118 4.473 2.563
48 H 5.511 4.804 1.515
49 H 4.257 6.364 0.147
50 C 3.028 5.809 -3.121
51 C 3.245 6.977 -2.212
52 O 2.933 8.086 -3.029
53 C 2.012 7.629 -3.924
54 O 1.320 8.335 -4.595
55 O 1.971 6.267 -3.954
56 F 4.548 7.069 -1.841
57 H 3.904 5.584 -3.736
58 H 2.739 4.907 -2.579
59 H 2.606 6.981 -1.325
60 C -9.220 0.373 4.725
61 C -7.987 0.452 5.569
62 O -7.073 -0.379 4.882
63 C -7.436 -0.313 3.570
64 O -6.741 -0.666 2.664
65 O -8.683 0.211 3.418
66 F -8.205 -0.069 6.800
67 H -9.844 -0.490 4.971
68 H -9.828 1.276 4.790
69 H -7.569 1.459 5.662
70 C 0.240 -4.504 -8.032
71 C 0.964 -3.864 -9.175
72 O 1.055 -2.511 -8.781
73 C 1.083 -2.530 -7.417
74 O 1.422 -1.607 -6.739
75 O 0.683 -3.734 -6.924
76 F 0.234 -3.934 -10.316
77 H -0.847 -4.420 -8.122
78 H 0.502 -5.556 -7.909
79 H 1.966 -4.264 -9.353
80 C -2.264 -0.408 0.285
81 C -1.022 -0.315 1.114
82 O -0.088 -1.079 0.382
83 C -0.471 -0.975 -0.923
84 O 0.220 -1.262 -1.849
85 O -1.744 -0.494 -1.035
86 F -1.200 -0.896 2.328
87 H -2.850 -1.306 0.503
88 H -2.907 0.466 0.397
89 H -0.643 0.704 1.244
90 C 2.356 0.020 3.436
91 C 3.102 0.672 2.316
92 O 3.201 2.019 2.734
93 C 3.211 1.977 4.095
94 O 3.550 2.888 4.791
95 O 2.793 0.769 4.565
96 F 2.386 0.630 1.165
97 H 1.272 0.116 3.334
98 H 2.605 -1.036 3.544
99 H 4.102 0.266 2.145
100 C -4.304 2.633 -0.879
101 C -5.219 3.817 -0.857
102 O -5.587 3.914 0.504
103 C -4.533 3.409 1.204
104 O -4.367 3.570 2.375
105 O -3.687 2.702 0.401
106 F -6.334 3.584 -1.590
107 H -4.842 1.686 -0.972
108 H -3.562 2.695 -1.676
109 H -4.753 4.752 -1.180

Values from the calculation:
- 2S+1: 1
- Energy: -217892.545 eV
- Energy above the lowest of the compared OMol25 structures with the same formula, charge and spin: 79.0 kcal/mol
- Charge: -1
- M: 1261.6 Da

=====

Number 1: gap between HOMO and LUMO 0.24554 Ha. Number 2: gap between HOMO and LUMO 0.38225 Ha. Number 3: gap between HOMO and LUMO 0.43423 Ha. Number 4: gap between HOMO and LUMO 0.31814 Ha. Number 5: gap between HOMO and LUMO 0.24462 Ha. Number 6: gap between HOMO and LUMO 0.26214 Ha.